Entry 1:
This record from the Open Molecules 2025 dataset describes C15H31N5OsSi as an isolated structure in a non-equilibrium geometry. The level of theory is ωB97M-V with the def2-TZVPD basis set.

The geometry in XYZ format:
```
53
Properties=species:S:1:pos:R:3:mulliken_charge:R:1
Os -0.111 -0.351 -0.119 0.783
N 3.334 1.731 1.082 -0.147
C 2.392 2.553 1.963 0.181
C 1.673 1.674 2.998 -1.276
C 0.246 1.182 2.693 0.137
N 0.139 -0.152 1.967 -0.601
C -0.585 2.251 1.994 -1.536
C 0.089 2.828 0.759 0.400
N 0.100 1.812 -0.373 -0.746
C 1.457 3.418 1.114 -1.373
H 4.035 1.258 1.663 0.442
H 3.859 2.346 0.448 0.412
H 2.840 1.035 0.524 0.058
H 3.070 3.218 2.497 0.420
H 1.568 2.289 3.895 0.489
H 2.321 0.845 3.305 0.399
H -0.216 1.005 3.666 0.446
H -0.743 -0.564 2.289 0.477
H 0.857 -0.785 2.322 0.377
H -0.725 3.073 2.700 0.456
H -1.589 1.877 1.764 0.442
H -0.519 3.667 0.417 0.393
H 0.785 2.110 -1.073 0.332
H -0.793 1.967 -0.859 0.456
H 1.237 4.315 1.697 0.504
H 1.979 3.786 0.224 0.466
C 3.634 -2.185 0.412 -1.107
C 2.359 -2.933 0.285 0.580
C 2.361 -4.374 0.322 -0.466
C 1.202 -5.100 0.094 -0.653
C 0.026 -4.420 -0.179 -0.426
C 0.071 -3.005 -0.140 0.455
N 1.219 -2.298 0.106 -0.057
N -0.908 -2.143 -0.319 0.322
Si -2.369 -2.170 -1.416 -0.058
C -2.164 -3.281 -2.893 -1.046
C -2.013 -0.377 -2.006 -0.993
C -3.951 -2.658 -0.593 -0.937
H 4.369 -2.568 -0.302 0.487
H 4.075 -2.347 1.401 0.407
H 3.481 -1.124 0.226 -0.004
H 3.301 -4.885 0.506 0.501
H 1.216 -6.183 0.129 0.523
H -0.906 -4.940 -0.367 0.544
H -1.179 -3.166 -3.351 0.387
H -2.931 -2.979 -3.612 0.440
H -2.324 -4.330 -2.639 0.381
H -0.893 -0.136 -2.034 0.330
H -2.559 0.387 -1.435 0.389
H -2.319 -0.240 -3.048 0.472
H -4.006 -3.744 -0.509 0.372
H -4.778 -2.321 -1.224 0.381
H -4.076 -2.223 0.400 0.387
```

HOMO-LUMO gap (spin up / spin down), eV: 5.9 / 5.9
Maximum force, hartree/bohr: 0.044
Total charge: +4
Calculated total energy, eV: -33810.1183
LUMO energy (spin up / spin down), hartree: -0.5953 / -0.5952
Energy above the lowest of the compared OMol25 structures with the same formula, charge and spin, kJ/mol: 172.80



Entry 2:
This record from the Open Molecules 2025 dataset describes C15H31NO3P2Ti as an isolated structure in a non-equilibrium geometry. The level of theory is ωB97M-V with the def2-TZVPD basis set.

The geometry in XYZ format:
```
53
Properties=species:S:1:pos:R:3:lowdin_spin:R:1
P 0.860 2.274 -0.620 0.310
P -1.948 1.093 -1.440 0.100
C -0.122 3.218 -1.894 0.072
C -1.609 2.896 -1.806 0.000
H 0.302 2.959 -2.874 0.000
H 0.078 4.279 -1.700 0.013
H -2.098 3.473 -1.008 0.000
H -2.120 3.121 -2.750 0.004
C -1.688 0.442 -3.136 0.009
H -2.030 -0.600 -3.175 0.001
H -0.628 0.484 -3.412 0.000
H -2.277 1.046 -3.839 0.002
C -3.777 1.130 -1.415 0.023
H -4.156 1.551 -2.359 0.004
H -4.108 1.749 -0.571 0.000
H -4.147 0.103 -1.284 0.000
C 2.537 2.928 -0.956 0.026
H 3.235 2.525 -0.209 0.000
H 2.521 4.027 -0.903 0.006
H 2.852 2.606 -1.958 0.000
C 0.463 3.353 0.821 0.021
H -0.584 3.232 1.123 0.000
H 0.645 4.397 0.539 0.006
H 1.116 3.088 1.662 0.000
Ti 0.846 -4.018 1.380 0.631
C -0.956 -2.086 1.217 0.121
C -0.452 -2.312 -0.022 0.126
C 0.199 -1.339 -0.977 0.018
C 1.697 -1.004 -0.852 0.019
C 2.170 -0.194 0.321 0.167
C 1.448 0.283 1.377 0.172
C -0.046 0.334 1.500 0.011
C -0.881 -0.850 2.061 0.030
C 1.598 -3.032 3.099 0.022
H -1.551 -2.898 1.672 0.007
H -0.716 -3.280 -0.496 0.022
H -0.372 -0.401 -0.987 0.007
H 0.044 -1.796 -1.967 0.002
H 2.250 -1.967 -0.847 0.000
H 2.005 -0.470 -1.777 0.004
H 3.271 -0.170 0.418 0.004
H 1.991 0.557 2.300 0.004
H -0.495 0.601 0.522 0.007
H -0.273 1.183 2.171 0.003
H -0.534 -1.096 3.076 0.006
H -1.920 -0.486 2.190 0.007
H 0.948 -3.033 3.982 0.001
H 1.915 -1.999 2.915 0.006
H 2.484 -3.644 3.321 0.008
O 0.110 -6.660 3.279 0.002
N 0.277 -5.710 2.547 0.003
O -0.462 -5.615 1.426 0.004
O 2.085 -4.272 0.314 -0.012
```

HOMO-LUMO gap (spin up / spin down), eV: 4.0 / 3.0
Maximum force, hartree/bohr: 0.043
Calculated total energy, eV: -65375.9910
LUMO energy (spin up / spin down), hartree: -0.0078 / -0.1536
Expectation value of S²: 2.011
Energy above the lowest of the compared OMol25 structures with the same formula, charge and spin, kJ/mol: 0.00
Multiplicity: 3



Entry 3:
This record from the Open Molecules 2025 dataset describes C15H32BaBrF3NO3PSi2 as an isolated structure in a non-equilibrium geometry. The level of theory is ωB97M-V with the def2-TZVPD basis set.

The geometry in XYZ format:
```
59
Properties=species:S:1:pos:R:3:nbo_charge:R:1
C 1.160 -0.187 4.166 -0.601
C 0.887 -1.638 3.787 -0.425
C -0.266 -1.815 2.804 -0.055
O -0.445 -0.603 2.026 -0.938
Si -1.215 -0.654 0.602 2.259
C -2.382 0.849 0.653 -0.916
C -1.687 2.100 1.278 -0.526
C -2.375 3.223 0.655 0.655
N -2.217 3.445 -0.747 -0.769
O -3.156 3.962 1.240 -0.616
C -2.349 -2.098 0.311 -0.959
C -2.832 -2.134 -1.161 -0.502
C -4.235 -1.631 -1.329 0.995
F -4.679 -1.750 -2.604 -0.306
F -4.312 -0.259 -1.035 -0.432
F -5.121 -2.220 -0.509 -0.302
O -0.257 -0.339 -0.689 -1.283
Si 1.384 -0.730 -0.724 1.382
C 1.631 -2.112 -1.982 -0.673
Br 0.639 -3.606 -1.156 -0.013
C 1.091 -1.904 -3.381 -0.433
C 1.859 -0.858 -4.194 -0.610
P 2.540 1.098 -1.259 0.298
C 4.261 0.550 -0.867 -0.907
C 2.122 2.396 0.015 -0.678
C 3.378 3.159 0.468 -0.605
H 1.704 -0.142 5.100 0.230
H 0.233 0.355 4.312 0.196
H 1.774 0.298 3.419 0.205
H 0.706 -2.233 4.673 0.226
H 1.776 -2.053 3.325 0.211
H -0.009 -2.630 2.138 0.189
H -1.186 -2.030 3.334 0.181
H -3.254 0.577 1.239 0.243
H -2.673 1.053 -0.379 0.149
H -0.621 2.113 1.055 0.279
H -1.782 2.124 2.351 0.287
H -2.261 2.572 -1.267 0.376
H -2.965 4.052 -1.058 0.296
H -1.898 -3.047 0.558 0.285
H -3.201 -1.960 0.969 0.248
H -2.842 -3.164 -1.492 0.275
H -2.184 -1.594 -1.841 0.246
H 1.900 -1.258 0.558 -0.193
H 2.672 -2.404 -2.001 0.252
H 1.178 -2.854 -3.900 0.225
H 0.032 -1.673 -3.367 0.195
H 1.903 -1.121 -5.240 0.233
H 2.869 -0.735 -3.821 0.210
H 1.400 0.115 -4.076 0.210
H 4.413 0.449 0.201 0.228
H 4.956 1.275 -1.261 0.251
H 4.451 -0.404 -1.340 0.240
H 1.668 1.976 0.909 0.201
H 1.469 3.114 -0.462 0.213
H 3.101 4.141 0.827 0.221
H 3.889 2.619 1.251 0.216
H 4.060 3.322 -0.356 0.215
Ba -4.699 2.903 -0.728 1.918
```

HOMO-LUMO gap, eV: 4.4
Maximum force, hartree/bohr: 0.082
Total charge: +2
Calculated total energy, eV: -127628.7312
LUMO energy, hartree: -0.2970



Entry 4:
This record from the Open Molecules 2025 dataset describes C15H32BaN8O6 as an isolated structure in a non-equilibrium geometry. The level of theory is ωB97M-V with the def2-TZVPD basis set.

The geometry in XYZ format:
```
62
Properties=species:S:1:pos:R:3:nbo_charge:R:1
O -0.959 0.265 -3.581 -0.853
H -1.929 -0.245 -3.811 0.361
Ba 0.880 0.540 -1.502 1.849
N 1.098 -2.173 -1.550 -0.146
N -1.287 -1.813 -0.872 -0.083
N 0.276 3.217 -0.757 -0.154
N -1.457 1.469 0.091 -0.259
O 2.323 -2.185 -1.922 -0.477
O 1.181 4.064 -1.155 -0.635
O -2.328 0.609 0.720 -0.631
O -2.531 -1.542 -0.633 -0.474
C -1.025 -3.077 -1.310 0.147
C 0.333 -3.291 -1.670 0.131
C -0.828 3.731 -0.172 0.031
C -1.775 2.758 0.310 0.221
C 0.843 -4.592 -2.170 -0.688
H 0.342 -4.876 -3.107 0.229
H 0.645 -5.391 -1.440 0.230
H 1.919 -4.528 -2.347 0.253
C -2.047 -4.153 -1.432 -0.691
H -2.153 -4.475 -2.479 0.226
H -3.017 -3.798 -1.071 0.256
H -1.750 -5.037 -0.850 0.231
C -1.072 5.190 -0.004 -0.673
C -3.007 3.210 1.025 -0.691
H -0.254 5.761 -0.451 0.254
H -1.154 5.451 1.060 0.214
H -2.018 5.483 -0.481 0.212
H -3.586 2.343 1.354 0.255
H -3.633 3.830 0.367 0.227
H -2.751 3.826 1.900 0.228
H 2.184 3.057 -1.748 0.513
H -2.372 -0.236 0.117 0.492
C -2.952 -0.547 -4.526 -0.611
H -2.581 -1.018 -5.439 0.204
H -3.472 0.388 -4.750 0.210
H -3.587 -1.228 -3.950 0.226
O 2.590 2.155 -2.071 -1.102
H -0.783 0.817 -4.361 0.477
H 3.459 2.341 -2.464 0.496
C 1.348 1.253 1.980 -0.093
N 1.682 0.073 1.127 -0.558
C 0.709 -1.015 1.456 -0.111
N 0.754 -1.389 2.878 -0.467
C 0.439 -0.181 3.684 -0.082
N 1.390 0.923 3.416 -0.467
C 2.754 0.434 3.746 -0.078
N 3.128 -0.756 2.944 -0.468
C 3.050 -0.398 1.512 -0.081
C 2.135 -1.818 3.218 -0.078
H 0.337 1.594 1.695 0.229
H 2.084 2.047 1.776 0.203
H 0.945 -1.882 0.819 0.210
H -0.305 -0.664 1.205 0.232
H 0.508 -0.449 4.748 0.194
H -0.580 0.152 3.443 0.214
H 3.474 1.237 3.543 0.198
H 2.773 0.157 4.809 0.197
H 3.298 -1.279 0.903 0.208
H 3.759 0.420 1.318 0.199
H 2.165 -2.058 4.290 0.197
H 2.389 -2.706 2.622 0.198
```

HOMO-LUMO gap (spin up / spin down), eV: 5.8 / 4.7
Maximum force, hartree/bohr: 0.063
Calculated total energy, eV: -40966.3908
LUMO energy (spin up / spin down), hartree: -0.0383 / -0.0810
Energy above the lowest of the compared OMol25 structures with the same formula, charge and spin, kJ/mol: 12.77



Entry 5:
This record from the Open Molecules 2025 dataset describes a 4-piece molecular cluster, C15H32FN3P2S overall. The level of theory is ωB97M-V with the def2-TZVPD basis set.

The geometry in XYZ format:
```
54
Properties=species:S:1:pos:R:3:nbo_charge:R:1
C 6.816 0.713 -1.502 -0.621
C 6.725 2.047 -2.244 -0.403
C 5.312 2.368 -2.747 -0.711
P 4.157 2.746 -1.387 1.063
F 5.110 4.019 -0.851 -0.643
P 2.687 1.122 -1.970 0.430
S 1.938 1.326 -3.771 -0.636
H 7.813 0.279 -1.591 0.222
H 6.610 0.832 -0.435 0.207
H 6.103 -0.015 -1.901 0.206
H 7.076 2.857 -1.604 0.225
H 7.374 2.026 -3.125 0.213
H 4.926 1.529 -3.329 0.244
H 5.317 3.240 -3.403 0.263
H 4.324 2.150 -0.129 -0.026
H 3.103 3.654 -1.531 -0.004
H 1.695 1.140 -0.967 -0.026
H 3.332 -0.103 -1.721 -0.003
C -0.933 -1.242 -2.898 -0.617
C -1.359 -1.952 -1.619 -0.379
C -0.486 -1.571 -0.418 -0.521
C 0.918 -1.923 -0.624 0.313
N 2.026 -2.183 -0.784 -0.371
H 0.084 -1.511 -3.187 0.221
H -1.595 -1.507 -3.723 0.214
H -0.962 -0.158 -2.779 0.211
H -1.324 -3.034 -1.757 0.206
H -2.391 -1.698 -1.369 0.214
H -0.835 -2.072 0.486 0.248
H -0.541 -0.494 -0.237 0.259
C -2.685 -3.238 5.160 -0.613
C -1.611 -2.456 4.415 -0.379
C -2.191 -1.409 3.459 -0.523
C -3.034 -1.985 2.413 0.306
N -3.688 -2.426 1.576 -0.360
H -3.315 -3.799 4.468 0.216
H -2.236 -3.949 5.853 0.219
H -3.329 -2.570 5.735 0.202
H -0.975 -3.141 3.851 0.209
H -0.966 -1.937 5.125 0.211
H -1.406 -0.832 2.970 0.272
H -2.807 -0.698 4.014 0.240
C -4.797 1.324 -1.052 -0.613
C -5.272 0.927 0.340 -0.385
C -4.533 1.679 1.455 -0.515
C -3.098 1.403 1.426 0.325
N -1.984 1.123 1.409 -0.382
H -3.743 1.083 -1.193 0.214
H -5.364 0.793 -1.816 0.222
H -4.924 2.395 -1.223 0.204
H -5.139 -0.146 0.490 0.227
H -6.337 1.136 0.446 0.210
H -4.909 1.382 2.436 0.250
H -4.675 2.758 1.359 0.246
```

HOMO-LUMO gap, eV: 8.6
Maximum force, hartree/bohr: 0.008
SMILES: CCC[PH2](F)[PH2]=S.CCCC#N.CCCC#N.CCCC#N
Calculated total energy, eV: -52674.4198
LUMO energy, hartree: 0.0207
Energy above the lowest of the compared OMol25 structures with the same formula, charge and spin, kJ/mol: 0.00



Entry 6:
This record from the Open Molecules 2025 dataset describes C15H32N7O6PSn as an isolated structure in a non-equilibrium geometry. The level of theory is ωB97M-V with the def2-TZVPD basis set.

The geometry in XYZ format:
```
62
Properties=species:S:1:pos:R:3:nbo_charge:R:1
O -2.508 -1.853 -1.268 -1.140
H -2.406 -2.806 -0.944 0.501
Sn -0.479 -1.280 -0.854 1.729
N 1.545 -1.472 0.566 -0.157
N -0.968 -2.588 0.948 -0.129
N 1.391 0.201 -1.778 -0.102
N -0.895 -0.371 -2.865 -0.183
O 2.797 -1.186 0.391 -0.685
O 2.520 0.744 -1.249 -0.573
O -2.128 -0.658 -3.443 -0.556
O -2.054 -3.225 1.046 -0.582
C -0.033 -2.700 1.932 0.076
C 1.263 -2.129 1.729 0.133
C 1.180 0.684 -3.011 0.165
C -0.102 0.350 -3.607 0.231
C 2.405 -2.307 2.687 -0.668
H 2.893 -1.350 2.865 0.231
H 3.133 -2.984 2.231 0.248
H 2.053 -2.734 3.632 0.211
C -0.383 -3.457 3.164 -0.676
H -1.347 -3.965 2.986 0.264
H -0.468 -2.779 4.014 0.213
H 0.404 -4.189 3.350 0.221
C 2.210 1.612 -3.528 -0.669
C -0.553 0.856 -4.930 -0.671
H 3.155 1.078 -3.684 0.254
H 2.403 2.413 -2.805 0.250
H 1.878 2.039 -4.478 0.212
H -1.414 1.531 -4.814 0.250
H -0.878 0.057 -5.578 0.259
H 0.241 1.423 -5.415 0.223
H 2.780 0.053 -0.535 0.513
H -2.418 -1.386 -2.803 0.526
C 0.626 -2.766 -1.949 -1.041
H 0.638 -3.517 -1.187 0.235
H 1.551 -2.436 -2.355 0.243
H -0.258 -3.038 -2.575 0.212
O 3.972 -3.567 -0.439 -0.977
H 4.751 -3.498 -1.004 0.457
H 3.815 -2.645 -0.109 0.495
C -2.876 3.232 1.675 -0.069
N -2.501 2.108 2.555 -0.454
C -1.276 2.474 3.305 -0.070
N -0.155 2.811 2.408 -0.457
C -0.577 3.933 1.526 -0.069
N -1.777 3.597 0.747 -0.458
C -1.528 2.557 -0.244 -0.506
P -0.995 0.965 0.551 0.874
C -2.345 0.856 1.823 -0.508
C 0.327 1.664 1.658 -0.507
H -3.075 4.106 2.313 0.207
H -3.764 2.951 1.093 0.206
H -0.980 1.639 3.960 0.209
H -1.511 3.375 3.898 0.205
H 0.249 4.187 0.846 0.205
H -0.826 4.782 2.179 0.207
H -2.442 2.332 -0.819 0.236
H -0.722 2.857 -0.932 0.228
H -2.080 0.027 2.500 0.246
H -3.267 0.606 1.277 0.243
H 1.175 1.934 1.008 0.243
H 0.631 0.851 2.337 0.246
```

HOMO-LUMO gap (spin up / spin down), eV: 5.7 / 5.7
Maximum force, hartree/bohr: 0.091
Calculated total energy, eV: -53902.7067
LUMO energy (spin up / spin down), hartree: -0.0296 / -0.0296
Energy above the lowest of the compared OMol25 structures with the same formula, charge and spin, kJ/mol: 0.00



Question: Which formula does entry 1 have?
Answer: C15H31N5OsSi



What did the third record say?
This record from the Open Molecules 2025 dataset describes C15H32BaBrF3NO3PSi2 as an isolated structure in a non-equilibrium geometry. The level of theory is ωB97M-V with the def2-TZVPD basis set.

The geometry in XYZ format:
```
59
Properties=species:S:1:pos:R:3:nbo_charge:R:1
C 1.160 -0.187 4.166 -0.601
C 0.887 -1.638 3.787 -0.425
C -0.266 -1.815 2.804 -0.055
O -0.445 -0.603 2.026 -0.938
Si -1.215 -0.654 0.602 2.259
C -2.382 0.849 0.653 -0.916
C -1.687 2.100 1.278 -0.526
C -2.375 3.223 0.655 0.655
N -2.217 3.445 -0.747 -0.769
O -3.156 3.962 1.240 -0.616
C -2.349 -2.098 0.311 -0.959
C -2.832 -2.134 -1.161 -0.502
C -4.235 -1.631 -1.329 0.995
F -4.679 -1.750 -2.604 -0.306
F -4.312 -0.259 -1.035 -0.432
F -5.121 -2.220 -0.509 -0.302
O -0.257 -0.339 -0.689 -1.283
Si 1.384 -0.730 -0.724 1.382
C 1.631 -2.112 -1.982 -0.673
Br 0.639 -3.606 -1.156 -0.013
C 1.091 -1.904 -3.381 -0.433
C 1.859 -0.858 -4.194 -0.610
P 2.540 1.098 -1.259 0.298
C 4.261 0.550 -0.867 -0.907
C 2.122 2.396 0.015 -0.678
C 3.378 3.159 0.468 -0.605
H 1.704 -0.142 5.100 0.230
H 0.233 0.355 4.312 0.196
H 1.774 0.298 3.419 0.205
H 0.706 -2.233 4.673 0.226
H 1.776 -2.053 3.325 0.211
H -0.009 -2.630 2.138 0.189
H -1.186 -2.030 3.334 0.181
H -3.254 0.577 1.239 0.243
H -2.673 1.053 -0.379 0.149
H -0.621 2.113 1.055 0.279
H -1.782 2.124 2.351 0.287
H -2.261 2.572 -1.267 0.376
H -2.965 4.052 -1.058 0.296
H -1.898 -3.047 0.558 0.285
H -3.201 -1.960 0.969 0.248
H -2.842 -3.164 -1.492 0.275
H -2.184 -1.594 -1.841 0.246
H 1.900 -1.258 0.558 -0.193
H 2.672 -2.404 -2.001 0.252
H 1.178 -2.854 -3.900 0.225
H 0.032 -1.673 -3.367 0.195
H 1.903 -1.121 -5.240 0.233
H 2.869 -0.735 -3.821 0.210
H 1.400 0.115 -4.076 0.210
H 4.413 0.449 0.201 0.228
H 4.956 1.275 -1.261 0.251
H 4.451 -0.404 -1.340 0.240
H 1.668 1.976 0.909 0.201
H 1.469 3.114 -0.462 0.213
H 3.101 4.141 0.827 0.221
H 3.889 2.619 1.251 0.216
H 4.060 3.322 -0.356 0.215
Ba -4.699 2.903 -0.728 1.918
```

HOMO-LUMO gap, eV: 4.4
Maximum force, hartree/bohr: 0.082
Total charge: +2
Calculated total energy, eV: -127628.7312
LUMO energy, hartree: -0.2970